[1]
{
  "formula": "C17H25N3O2S",
  "method": "wB97M-V/def2-TZVPD",
  "species": ["C", "C", "C", "C", "C", "C", "C", "C", "C", "O", "N", "N", "C", "S", "N", "C", "C", "C", "C", "C", "O", "C", "C", "H", "H", "H", "H", "H", "H", "H", "H", "H", "H", "H", "H", "H", "H", "H", "H", "H", "H", "H", "H", "H", "H", "H", "H", "H"],
  "positions_angstrom": [[-3.6444, -1.3421, 0.2492], [-3.6717, 0.1929, 0.2947], [-4.1808, 0.6193, 1.6741], [-4.6460, 0.7287, -0.7637], [-2.2794, 0.7226, -0.0060], [-1.5703, 1.5327, 0.8746], [-0.3014, 1.9875, 0.5634], [0.3065, 1.6291, -0.6329], [1.6864, 2.1116, -0.9091], [2.1091, 3.1989, -0.5810], [2.4363, 1.1911, -1.5921], [3.7832, 1.4142, -1.8540], [4.8180, 0.6640, -1.4186], [6.2687, 0.7897, -2.2043], [4.6927, -0.2032, -0.3891], [3.7101, -0.2371, 0.6681], [2.7924, -1.4651, 0.5828], [1.7649, -1.5217, 1.7349], [0.4345, -1.8428, 1.0385], [0.8730, -2.2056, -0.3830], [2.0384, -1.4449, -0.6200], [-0.3989, 0.8348, -1.5310], [-1.6710, 0.3988, -1.2184], [-4.6332, -1.7379, 0.4689], [-2.9461, -1.7297, 0.9884], [-3.3431, -1.7077, -0.7285], [-5.1732, 0.2043, 1.8368], [-4.2553, 1.7016, 1.7471], [-3.5301, 0.2509, 2.4642], [-5.6545, 0.3796, -0.5536], [-4.6485, 1.8166, -0.7553], [-4.3722, 0.3966, -1.7612], [-1.9994, 1.8246, 1.8189], [0.2355, 2.6241, 1.2510], [2.1496, 0.2137, -1.5883], [3.9971, 2.0650, -2.5995], [5.5274, -0.7524, -0.2427], [4.2314, -0.2814, 1.6304], [3.1137, 0.6746, 0.6520], [3.4157, -2.3736, 0.5849], [2.0409, -2.2868, 2.4576], [1.7160, -0.5634, 2.2499], [-0.2090, -0.9645, 1.0147], [-0.1012, -2.6604, 1.5146], [1.1092, -3.2765, -0.4555], [0.1410, -1.9428, -1.1457], [0.0361, 0.5790, -2.4859], [-2.1983, -0.2071, -1.9399]],
  "forces_ev_per_angstrom": [[-0.007, 0.188, 0.008], [-0.201, -0.074, 0.047], [0.119, -0.053, -0.226], [0.101, -0.059, 0.125], [0.045, 0.025, 0.008], [-0.035, -0.021, -0.019], [0.211, 0.034, -0.112], [-0.271, 0.022, 0.143], [0.320, 0.073, -0.118], [-0.034, 0.025, 0.148], [0.368, -0.384, -0.191], [-0.614, 0.399, 0.111], [0.096, -0.200, 0.115], [0.629, 0.111, -0.370], [-0.157, -0.025, 0.014], [-0.465, -0.367, -0.027], [0.301, 0.203, 0.427], [0.110, -0.030, -0.180], [0.060, 0.009, -0.238], [-0.381, -0.293, 0.132], [0.193, 0.250, -0.098], [0.048, 0.053, 0.066], [-0.019, -0.016, 0.019], [-0.120, -0.069, 0.020], [0.072, -0.076, 0.082], [0.034, -0.070, -0.119], [-0.087, -0.036, 0.011], [-0.003, 0.129, 0.075], [0.059, 0.003, 0.132], [-0.130, -0.046, 0.008], [-0.031, 0.115, -0.029], [0.011, -0.024, -0.133], [-0.080, 0.007, 0.103], [0.057, 0.077, 0.045], [0.058, 0.152, -0.006], [-0.035, -0.254, 0.145], [-0.047, 0.186, -0.134], [-0.069, 0.062, -0.071], [0.068, -0.061, 0.135], [-0.054, 0.097, -0.021], [0.029, 0.028, 0.056], [0.008, 0.035, 0.076], [-0.045, 0.004, -0.006], [-0.078, -0.013, 0.031], [-0.020, 0.060, -0.042], [0.019, -0.076, 0.022], [0.042, -0.038, -0.091], [-0.076, -0.064, -0.073]],
  "homo_ha": -0.29269,
  "e_above_lowest_kcal_mol": 36.33,
  "total_energy_ev": -37435.642
}


[2]
{
  "formula": "C25H26N4O5",
  "method": "wB97M-V/def2-TZVPD",
  "species": ["C", "O", "C", "C", "C", "C", "C", "C", "N", "C", "C", "C", "C", "C", "C", "C", "N", "O", "N", "C", "O", "C", "C", "C", "C", "C", "C", "C", "C", "N", "O", "O", "C", "C", "H", "H", "H", "H", "H", "H", "H", "H", "H", "H", "H", "H", "H", "H", "H", "H", "H", "H", "H", "H", "H", "H", "H", "H", "H", "H"],
  "positions_angstrom": [[-1.1660, -4.3391, 0.2894], [-1.8225, -3.2942, 0.9748], [-2.6467, -2.4745, 0.2690], [-2.8990, -2.5802, -1.0943], [-3.7420, -1.6729, -1.7102], [-4.3503, -0.6506, -0.9972], [-5.1491, 0.4076, -1.7005], [-4.2046, 1.4975, -2.2563], [-3.4355, 2.1139, -1.2081], [-2.3373, 1.5915, -0.6259], [-1.5229, 0.6397, -1.2788], [-0.4061, 0.1107, -0.6944], [0.0044, 0.5173, 0.5850], [1.2461, -0.0596, 1.2090], [1.1580, -1.6014, 1.3692], [1.8592, -2.3293, 0.2337], [3.0945, -2.7645, 0.5476], [1.3532, -2.5321, -0.8536], [2.3949, 0.3444, 0.4106], [3.6670, 0.1983, 0.8387], [3.9415, -0.3278, 1.9056], [4.7127, 0.7001, -0.0971], [5.9620, 0.0873, -0.0672], [6.9710, 0.5122, -0.9106], [6.7448, 1.5639, -1.7832], [5.5106, 2.1930, -1.8030], [4.4955, 1.7648, -0.9666], [-0.7456, 1.4636, 1.2349], [-1.9053, 2.0059, 0.6633], [-2.6287, 2.9175, 1.4630], [-3.6374, 3.4572, 1.0038], [-2.2397, 3.1354, 2.5966], [-4.1135, -0.5694, 0.3714], [-3.2752, -1.4648, 0.9989], [-0.5898, -4.8680, 1.0471], [-0.4880, -3.9486, -0.4747], [-1.8828, -5.0295, -0.1652], [-2.4350, -3.3527, -1.6857], [-3.9224, -1.7621, -2.7726], [-5.8520, 0.8718, -1.0068], [-5.7103, -0.0186, -2.5331], [-4.7950, 2.2824, -2.7352], [-3.5437, 1.0612, -3.0064], [-3.9509, 2.7587, -0.6102], [-1.7988, 0.3042, -2.2638], [0.1588, -0.6470, -1.2170], [1.3867, 0.3705, 2.2077], [1.6244, -1.8887, 2.3100], [0.1087, -1.8959, 1.3862], [3.6526, -3.1935, -0.1735], [3.5614, -2.4175, 1.3715], [2.2119, 0.6405, -0.5345], [6.1250, -0.7210, 0.6300], [7.9356, 0.0276, -0.8850], [7.5322, 1.9007, -2.4410], [5.3395, 3.0246, -2.4707], [3.5472, 2.2833, -0.9729], [-0.4678, 1.8128, 2.2182], [-4.5925, 0.2054, 0.9531], [-3.0836, -1.3992, 2.0583]],
  "forces_ev_per_angstrom": [[0.139, -0.184, -0.204], [-0.211, 0.243, 0.147], [-0.077, 0.139, 0.015], [0.237, -0.252, 0.088], [-0.196, 0.136, 0.159], [-0.229, -0.107, -0.086], [0.295, 0.108, -0.165], [-0.264, -0.288, -0.087], [-0.471, 0.506, 0.119], [0.257, 0.384, 0.376], [0.090, 0.034, -0.061], [-0.205, 0.166, 0.032], [-0.053, 0.243, 0.153], [0.001, -0.058, 0.226], [0.071, 0.065, -0.017], [-0.055, -0.046, 0.520], [0.440, -0.273, 0.023], [-0.236, 0.001, -0.452], [-0.067, 0.095, -0.071], [-0.174, 0.143, -0.281], [0.047, -0.089, 0.337], [0.323, 0.080, -0.080], [-0.149, -0.014, 0.077], [0.033, -0.027, -0.009], [0.002, 0.050, -0.026], [0.026, 0.063, -0.107], [-0.030, -0.112, 0.088], [0.074, -0.080, -0.028], [0.676, -0.859, -0.706], [-0.354, 0.460, 0.566], [-0.109, 0.121, 0.052], [-0.055, 0.108, 0.070], [-0.036, -0.220, -0.059], [0.154, -0.159, 0.013], [-0.018, -0.008, -0.072], [-0.059, -0.024, 0.043], [-0.006, 0.008, 0.038], [0.074, -0.099, -0.029], [-0.012, -0.009, -0.135], [-0.065, 0.010, -0.038], [-0.100, -0.007, -0.004], [0.110, -0.063, -0.064], [-0.073, 0.072, -0.050], [0.304, -0.214, -0.198], [-0.055, -0.032, -0.065], [0.041, -0.126, -0.101], [-0.094, -0.074, -0.162], [-0.051, 0.018, 0.025], [0.067, -0.077, 0.005], [-0.088, 0.047, -0.025], [-0.054, 0.021, -0.045], [0.113, 0.030, 0.044], [0.009, -0.047, 0.069], [0.071, -0.045, 0.001], [0.062, 0.030, -0.051], [-0.012, 0.064, -0.042], [-0.074, 0.041, 0.007], [0.033, -0.015, 0.018], [-0.043, 0.124, 0.061], [0.028, 0.000, 0.150]],
  "homo_ha": -0.29403,
  "e_above_lowest_kcal_mol": 29.21,
  "total_energy_ev": -42544.007
}


In order of appearance, LUMO energy = 0.5 -0.3 eV.